1.
Formula: C39H23F15GeMnN4OS
Source: OMol25
Level of theory: the ωB97M-V functional and the def2-TZVPD basis

Geometry as ORCA input:
```
! RIJCOSX wB97M-V def2-TZVPD def2/J DEFGRID3
* xyz 1 5
H 4.606 -1.259 -4.328
Ge -1.515 0.311 2.011
F -6.472 -1.219 3.316
H 3.998 1.527 3.320
H 1.042 -1.360 0.449
C -2.757 -1.760 -4.499
F 2.494 -3.046 5.293
H 1.675 2.610 -4.565
H 0.404 -2.467 -1.301
C 0.816 -2.168 -3.384
C -1.744 1.557 3.548
C -2.013 0.968 4.768
C -1.952 3.083 5.880
N 2.027 1.311 0.022
C -0.559 -1.585 -3.547
C 2.018 -1.095 0.020
H 2.008 -3.039 -1.815
C -5.365 -2.506 1.675
O 0.635 3.102 -1.982
F -6.375 -3.365 1.636
C -3.079 -0.588 -3.830
C -1.660 3.698 4.666
H 3.593 -0.667 2.229
F 0.599 -4.353 3.808
F -2.413 1.105 7.089
C 3.191 1.519 -5.602
C 0.833 -0.290 3.639
H 3.702 -1.725 -2.160
C 0.684 -3.025 3.774
F -1.275 3.504 2.343
C 2.453 0.206 0.633
F -1.473 5.016 4.625
S -1.066 1.128 0.074
H 1.520 -1.590 -3.984
H -2.356 0.921 -2.498
C 1.648 -2.362 4.530
C 4.014 0.406 -5.543
H -0.966 2.597 -4.749
C 2.305 2.490 0.568
C 2.335 1.755 -4.542
C -1.486 -2.270 -4.330
C 1.727 -0.974 4.453
C 3.217 0.245 1.791
C 3.977 -0.387 -4.408
C -4.327 -0.548 2.597
H -1.862 3.458 -3.506
F -4.386 0.525 3.394
N 1.853 -0.975 -1.433
H 2.727 -1.897 0.275
H -4.052 -0.135 -3.922
C 3.120 -0.045 -3.367
C -0.198 -2.295 2.981
F -2.124 -1.951 0.148
C -0.085 2.578 -2.791
C -5.410 -1.416 2.541
H 0.809 -3.182 -3.780
H 4.683 0.175 -6.355
C -4.268 -2.677 0.833
H 3.768 -0.134 -1.384
C -0.859 3.237 -3.877
H -1.202 -3.190 -4.820
C -3.203 -1.798 0.939
F -1.118 -2.962 2.278
C -2.113 0.024 -3.055
F 2.657 -0.311 5.141
H 1.956 3.359 0.031
F -2.054 3.807 6.988
H -3.476 -2.273 -5.120
C -3.188 -0.756 1.845
H -0.395 4.187 -4.148
C -1.562 2.924 3.514
N -0.861 -0.438 -2.927
F -2.161 -0.370 4.797
C -2.137 1.704 5.934
C 3.466 1.473 2.383
N 2.289 0.998 -3.448
C 2.983 2.618 1.770
C 3.172 -0.768 -2.049
C -0.151 -0.915 2.896
C 1.270 -2.226 -1.924
H 3.211 2.189 -6.446
H 3.132 3.591 2.210
F 0.915 1.054 3.565
Mn 0.422 1.079 -1.756
F -4.236 -3.678 -0.046
*
```

Output
ΔE to the lowest compared entry with this formula, charge and spin	15.3	kcal per mole

Results of the Löwdin charge analysis, in e, for atoms 1 through 8:
1. H 0.123
2. Ge 0.739
3. F 0.137
4. H 0.121
5. H 0.112
6. C -0.026
7. F 0.146
8. H 0.097



2.
Formula: C31H54IN4O6PSi
Source: OMol25
Level of theory: the ωB97M-V functional and the def2-TZVPD basis

Geometry as ORCA input:
```
! RIJCOSX wB97M-V def2-TZVPD def2/J DEFGRID3
* xyz 0 1
H -9.271 -2.796 -8.769
O -6.479 -1.171 -7.744
C -3.655 -2.437 -5.005
H -8.368 -1.419 -7.068
O 6.946 3.852 8.316
C -5.355 -0.943 -2.885
C -1.787 1.493 1.151
H 3.440 2.693 1.809
H -1.181 -4.139 -3.651
H 3.876 2.302 7.729
H 7.814 -0.710 2.414
H -8.210 -1.584 -10.744
C 1.391 1.303 0.007
C -7.867 -1.345 -8.041
H 0.726 -4.982 -2.014
C 3.884 3.362 7.455
H 7.395 -0.572 4.155
Si -3.798 -2.120 -3.112
H -5.381 -4.081 -2.554
H -4.309 -3.679 -1.053
C -4.274 -3.776 -2.232
H 5.964 5.375 5.819
H -6.298 0.139 -9.368
P -2.433 3.033 4.362
H 3.597 -0.847 2.305
C -0.161 -3.570 -3.590
C -2.316 -1.184 -2.320
C -7.846 -2.527 -10.322
H -6.772 -2.594 -10.512
H 4.822 0.376 4.658
H -3.236 -1.519 -5.597
H -3.768 -0.104 -0.563
H -3.592 -4.678 -2.535
H -4.858 -0.090 -8.356
O -3.086 1.649 1.416
O -2.560 1.790 5.615
H 6.098 2.445 9.616
H 1.603 -0.462 -2.388
H -5.949 -1.338 -1.941
H 5.476 4.125 9.741
C 0.564 3.534 4.271
C 5.464 0.200 2.142
C -5.722 -0.596 -8.797
H 4.967 3.251 5.630
C 6.357 3.507 9.560
N 5.193 5.160 6.452
C 6.430 3.127 7.197
C 0.130 0.526 -0.712
C 0.470 -0.405 -2.019
H -0.913 -1.966 -4.807
H 5.517 -2.508 2.525
C 2.328 2.719 2.241
H 8.458 0.616 3.403
H 5.500 5.553 7.347
H -6.037 -1.076 -3.848
H 1.720 -3.309 -2.155
H -6.516 -3.565 -8.184
H -7.812 -3.919 -7.303
H 3.014 4.014 4.273
C 0.632 -3.800 -2.136
C 7.585 -0.021 3.232
C 4.462 -0.656 2.951
H 0.415 4.062 5.304
N -0.328 -2.113 -3.956
H 5.906 -0.370 1.315
H -4.724 -2.671 -5.469
H 3.822 3.953 8.373
C 5.020 -2.014 3.366
H -5.048 0.190 -2.779
H 4.906 1.025 1.682
H 6.333 2.060 7.434
N 3.992 0.054 4.150
H -8.276 -0.453 -8.531
C -8.190 -2.630 -8.838
H 3.539 0.922 3.859
H -5.341 -1.379 -9.455
H -2.962 -3.376 -5.237
H 4.210 -2.671 3.704
H -0.002 -3.436 -1.217
C 1.044 2.063 1.449
C 5.115 3.701 6.619
C -0.713 2.875 3.480
C -1.434 0.582 -0.206
O 6.481 0.820 2.933
C 2.131 3.509 3.694
C -2.667 -0.230 -0.992
H 5.735 -1.943 4.191
H 7.199 3.200 6.419
O 2.647 1.310 -0.513
C -0.746 -1.251 -2.787
I -2.441 5.284 5.453
H 0.582 -4.031 -4.403
H 2.970 3.565 6.884
H 7.081 3.728 10.351
H -1.915 1.031 5.405
C -0.531 2.122 1.998
N -7.508 -3.803 -8.271
H -8.319 -3.344 -10.880
*
```

Output
SMILES	CCNc1cc2c(cc1[Si](C)(C)C)C(=O)c1c(cccc1P(O)I)C2=O.COC[C@@H](C)N.COC[C@@H](C)N.COC[C@@H](C)N
ΔE to the lowest compared entry with this formula, charge and spin	470.8	kcal per mole

Results of the Löwdin charge analysis, in e, for atoms 1 through 8:
1. H 0.135
2. O -0.209
3. C -0.237
4. H 0.119
5. O -0.193
6. C -0.231
7. C -0.214
8. H 0.105



3.
Formula: C5H7OP
Source: OMol25
Level of theory: the ωB97M-V functional and the def2-TZVPD basis

Geometry as ORCA input:
```
! RIJCOSX wB97M-V def2-TZVPD def2/J DEFGRID3
* xyz 0 1
C 2.310 -0.298 0.227
C 1.550 -1.381 -0.102
H 1.842 -2.478 -0.221
H -2.320 -0.920 -1.104
H -3.537 0.005 -0.329
H 1.549 1.900 0.648
H -1.580 1.786 0.753
H 3.310 -0.254 0.504
O 0.260 -0.976 -0.125
C -1.224 0.910 0.001
C 1.421 0.825 0.367
H -1.403 1.161 -1.088
C 0.186 0.323 0.202
P -2.366 -0.603 0.268
*
```

Output
SMILES	PCc1ccco1
ΔE to the lowest compared entry with this formula, charge and spin	34.8	kcal per mole

Results of the Löwdin charge analysis, in e, for atoms 1 through 8:
1. C -0.069
2. C -0.107
3. H 0.149
4. H -0.115
5. H -0.114
6. H 0.129
7. H 0.120
8. H 0.077



4.
Formula: C15H11BrN2O2S
Source: OMol25
Level of theory: the ωB97M-V functional and the def2-TZVPD basis

Geometry as ORCA input:
```
! RIJCOSX wB97M-V def2-TZVPD def2/J DEFGRID3
* xyz 0 1
H 2.144 -4.317 2.750
C -0.728 0.030 0.624
C -1.473 -0.391 3.042
C 0.416 -1.595 1.733
C 1.159 -2.447 2.580
C -0.270 -0.309 2.048
H -2.015 0.550 3.086
C 1.689 -3.617 2.047
H -2.670 0.815 -2.399
H -1.138 -0.657 4.048
N 0.896 3.019 -0.419
Br 1.065 0.998 2.750
H -1.994 1.566 -4.534
C 0.841 -2.977 -0.176
C 0.240 -1.856 0.373
C 1.575 -3.857 0.669
H -2.183 -1.141 2.743
C -1.072 1.826 -1.372
S -1.765 1.377 0.215
H 1.278 -2.193 3.628
H 1.481 3.513 -2.862
O 0.378 3.467 0.633
N -0.478 -0.878 -0.252
H 0.195 2.826 -4.904
C -0.126 2.515 -3.916
C 0.594 2.935 -2.807
C -1.334 1.805 -3.737
C -1.745 1.389 -2.490
H 1.997 -4.745 0.214
C 0.109 2.610 -1.525
O 2.134 2.843 -0.544
H 0.799 -3.103 -1.245
*
```

Output
E_tot	-103682.960	eV
SMILES	C[C@]1(Br)C(Sc2ccccc2[N+](=O)[O-])=Nc2ccccc21

Results of the Löwdin charge analysis, in e, for atoms 1 through 8:
1. H 0.104
2. C -0.581
3. C -0.081
4. C -0.217
5. C -0.029
6. C -0.715
7. H 0.069
8. C -0.085



5.
Formula: C5H10
Source: OMol25
Level of theory: the ωB97M-V functional and the def2-TZVPD basis

Geometry as ORCA input:
```
! RIJCOSX wB97M-V def2-TZVPD def2/J DEFGRID3
* xyz 0 1
H -2.467 1.938 -2.356
C 1.520 -0.615 0.770
H 2.369 -1.203 0.359
C 1.433 0.716 0.441
H 1.920 0.890 -0.493
C -1.560 1.322 -2.031
H -0.357 -0.874 1.758
H 0.533 1.178 0.825
H 0.577 -2.387 1.726
C -1.548 0.281 -1.093
C 0.657 -1.264 1.866
H 0.957 -1.038 2.835
H -0.891 -0.519 -1.355
H -2.534 0.137 -0.638
H -0.607 1.436 -2.614
*
```

Output
SMILES	C=CC.C=C
ΔE to the lowest compared entry with this formula, charge and spin	72.2	kcal per mole

Results of the Löwdin charge analysis, in e, for atoms 1 through 8:
1. H 0.065
2. C -0.226
3. H 0.089
4. C -0.032
5. H 0.039
6. C -0.073
7. H 0.057
8. H 0.047



6.
Formula: C5H8O2
Source: OMol25
Level of theory: the ωB97M-V functional and the def2-TZVPD basis

Geometry as ORCA input:
```
! RIJCOSX wB97M-V def2-TZVPD def2/J DEFGRID3
* xyz 0 1
H -0.136 -1.588 1.042
H -0.703 0.478 -1.339
H -0.678 -2.077 -0.603
C -1.887 -0.410 0.359
O 1.534 0.601 1.344
H -1.399 1.852 -0.017
C 1.454 0.511 -0.052
C -0.608 -1.255 0.114
O -2.980 -0.708 0.787
H 0.273 -0.198 -1.632
H 1.615 1.487 -0.545
C 0.098 0.002 -0.430
H 2.168 -0.206 -0.477
C -1.211 0.787 -0.132
H 2.459 0.722 1.581
*
```

Output
ΔE to the lowest compared entry with this formula, charge and spin	108.8	kcal per mole

Results of the Löwdin charge analysis, in e, for atoms 1 through 8:
1. H 0.130
2. H 0.180
3. H 0.119
4. C -0.432
5. O -0.032
6. H 0.111
7. C -0.248
8. C -0.032



7.
Formula: C30H65NO14
Source: OMol25
Level of theory: the ωB97M-V functional and the def2-TZVPD basis

Geometry as ORCA input:
```
! RIJCOSX wB97M-V def2-TZVPD def2/J DEFGRID3
* xyz 0 1
O 3.912 -6.590 19.636
H 20.607 6.902 29.718
H 24.022 -3.758 26.999
H 2.213 -7.674 18.995
H 12.718 -13.417 10.437
H 14.735 -2.695 21.923
H 18.977 7.985 25.262
C 17.480 -14.074 13.438
O 12.909 -11.645 20.320
C 12.743 -1.705 29.599
H 7.478 -5.439 22.601
C 13.774 -13.528 10.684
C 18.605 6.658 23.065
H 14.575 -4.700 20.759
H 12.285 -3.286 30.851
H 17.967 7.539 23.146
H 12.860 -13.684 24.655
C 15.607 -3.333 22.063
C 4.714 -7.785 19.990
O 17.084 -13.107 12.529
H 16.006 -12.260 10.544
C 15.536 -4.187 20.779
H 14.233 -4.291 18.547
C 11.873 -2.931 29.906
H 25.394 -4.936 28.489
C 11.893 -15.829 22.314
C 19.341 6.958 25.257
H 15.952 -0.914 22.262
O 23.214 -3.353 28.801
C 20.780 6.628 28.677
H 17.864 6.005 23.527
H 3.400 -7.143 17.756
H 15.829 -11.876 13.602
O 14.005 -12.132 10.902
H 10.864 0.239 29.461
H 18.521 -14.339 13.250
H 26.169 -7.392 27.562
H 11.512 -16.827 22.159
C 16.821 -1.352 21.771
C 22.081 -2.418 28.601
C 12.091 -15.345 23.570
H 2.270 -6.025 18.592
H 21.786 7.023 28.535
H 24.004 -5.922 29.065
H 24.554 -8.024 28.037
H 10.886 0.365 27.781
H 6.704 -7.175 19.517
H 10.654 -5.503 29.599
O 11.992 -13.094 19.039
H 12.064 -16.011 24.419
O 16.901 -2.741 22.096
H 13.203 -12.229 22.729
C 6.136 -7.450 20.406
H 15.872 -4.858 18.211
C 15.354 -11.938 11.356
O 19.965 7.048 27.566
O 15.705 -3.301 19.613
C 20.420 6.720 26.272
C 25.112 -7.448 27.299
H 15.423 -10.850 11.367
O 6.018 -6.394 21.443
H 25.051 -8.090 26.421
H 18.457 6.353 25.455
C 11.663 -5.245 29.276
H 4.759 -8.493 19.162
H 15.139 -13.417 12.990
H 20.833 5.539 28.690
C 7.139 -6.414 22.250
H 6.573 -8.397 20.724
C 15.275 -3.981 18.459
H 21.254 7.392 26.067
C 12.503 -14.024 23.693
H 10.274 -1.068 28.439
H 6.918 -7.101 23.066
H 4.320 -8.396 20.802
H 11.861 -5.942 28.462
H 15.449 -3.301 17.625
C 12.749 -13.201 22.607
H 17.191 -13.902 14.474
H 18.875 6.393 22.043
H 14.384 -13.951 9.886
C 2.917 -6.896 18.701
C 15.797 -12.577 12.768
O 12.378 -0.801 28.580
H 15.406 -3.986 22.912
H 17.678 -0.881 22.253
H 12.178 -5.534 30.192
H 22.635 -4.501 27.080
H 21.788 -1.726 29.391
H 22.061 -1.853 27.669
H 10.798 -2.761 29.969
H 12.767 -1.105 30.509
C 24.425 -5.363 28.229
C 11.087 -0.355 28.575
C 23.463 -4.300 27.761
H 13.737 -1.969 29.237
H 8.000 -6.932 21.828
O 24.413 -6.277 27.134
C 12.016 -14.980 21.211
O 19.770 6.753 23.894
H 16.390 -4.865 20.764
H 11.732 -15.371 20.245
H 16.935 -14.999 13.250
H 21.205 -3.059 28.507
H 13.798 -14.206 11.537
N 12.399 -12.724 20.124
H 16.684 -1.078 20.725
O 12.070 -3.911 28.961
C 12.350 -13.611 21.316
H 20.929 5.757 26.266
*
```

Output
SMILES	O=[N+]([O-])c1ccccc1.COCCOC.COCCOC.COCCOC.COCCOC.COCCOC.COCCOC
ΔE to the lowest compared entry with this formula, charge and spin	148.7	kcal per mole

Results of the Löwdin charge analysis, in e, for atoms 1 through 8:
1. O -0.170
2. H 0.083
3. H 0.117
4. H 0.083
5. H 0.091
6. H 0.120
7. H 0.129
8. C -0.138



8.
Formula: C4H14NOPb
Source: OMol25
Level of theory: the ωB97M-V functional and the def2-TZVPD basis

Geometry as ORCA input:
```
! RIJCOSX wB97M-V def2-TZVPD def2/J DEFGRID3
* xyz -1 1
C -2.577 2.347 -1.076
O 0.546 -0.495 0.122
H -0.932 0.498 2.863
H -2.843 2.321 -0.013
H -0.855 1.542 1.410
H -2.999 1.527 -1.643
H 1.427 -2.911 -1.459
H -1.488 2.248 -1.161
H -2.861 3.318 -1.510
C 1.299 -0.815 2.359
H 2.872 -2.779 -2.322
C 0.362 -0.237 1.372
H 1.396 -1.903 2.203
N 1.916 -2.406 -2.214
H 0.973 0.869 -3.015
H -1.745 -0.007 1.343
H 2.315 -0.386 2.287
Pb 1.762 -0.033 -1.604
C -0.855 0.493 1.764
H 0.919 -0.629 3.373
H 1.368 -2.563 -3.079
*
```

Output
ΔE to the lowest compared entry with this formula, charge and spin	0.0	kcal per mole

Results of the Löwdin charge analysis, in e, for atoms 1 through 8:
1. C -0.055
2. O -0.501
3. H 0.061
4. H 0.008
5. H 0.059
6. H 0.011
7. H -0.018
8. H 0.010



9.
Formula: C5H8OS2
Source: OMol25
Level of theory: the ωB97M-V functional and the def2-TZVPD basis

Geometry as ORCA input:
```
! RIJCOSX wB97M-V def2-TZVPD def2/J DEFGRID3
* xyz 0 1
C 1.172 -1.447 0.303
H 1.443 1.755 0.351
H 1.983 -1.674 1.003
H -1.022 2.193 -0.797
C 0.196 0.388 -1.281
S -2.417 -0.423 -0.604
C -0.753 0.050 -0.141
H 0.324 -0.050 1.693
H -0.165 0.385 -2.310
H -0.668 -1.467 1.424
C -0.291 1.486 -0.369
H 0.882 -2.375 -0.203
O 0.565 2.079 0.534
S 1.813 -0.305 -0.974
C -0.029 -0.729 0.945
H -3.031 0.132 0.428
*
```

Output
SMILES	O[C@H]1[C@H]2SCC[C@]21S
ΔE to the lowest compared entry with this formula, charge and spin	19.9	kcal per mole

Results of the Löwdin charge analysis, in e, for atoms 1 through 8:
1. C -0.418
2. H 0.047
3. H 0.078
4. H 0.152
5. C -0.503
6. S 0.806
7. C -0.741
8. H 0.103



10.
Formula: C21H14DyN3O12S
Source: OMol25
Level of theory: the ωB97M-V functional and the def2-TZVPD basis

Geometry as ORCA input:
```
! RIJCOSX wB97M-V def2-TZVPD def2/J DEFGRID3
* xyz 0 6
O 8.603 10.454 6.792
C 12.134 7.605 7.131
H 4.967 10.394 9.450
C 12.681 9.661 8.242
C 8.987 9.631 7.631
C 7.173 15.082 14.287
C 8.314 13.951 5.904
H 9.111 14.682 5.990
C 7.316 13.902 11.787
H 8.687 12.926 5.896
O 11.578 5.732 5.941
C 6.272 11.845 6.110
O 13.649 6.029 6.430
C 5.644 10.612 6.151
C 8.631 11.991 12.660
N 12.482 6.356 6.456
C 7.931 13.305 12.856
N 13.746 10.511 8.787
C 7.883 13.906 14.108
O 8.364 9.419 8.726
H 5.996 12.655 9.402
O 14.889 10.095 8.631
O 8.625 11.467 11.439
C 6.635 15.098 11.931
O 5.634 17.307 14.479
O 10.782 11.086 8.835
C 6.538 15.665 13.189
H 4.757 9.102 7.375
O 9.207 11.467 13.584
O 8.268 13.828 8.540
N 5.755 16.874 13.362
H 6.108 15.551 11.099
H 7.106 15.515 15.278
H 6.618 12.200 5.162
C 6.432 12.554 7.279
H 5.528 10.032 5.237
C 13.087 8.451 7.640
O 5.256 17.343 12.365
C 10.384 9.132 7.606
C 5.238 10.079 7.353
H 8.394 13.396 14.921
C 5.921 12.074 8.491
H 7.342 13.404 10.837
C 5.332 10.812 8.521
S 7.305 14.124 7.382
H 7.705 14.176 5.026
C 10.775 7.976 7.093
O 13.459 11.541 9.330
H 10.049 7.317 6.633
C 11.307 10.005 8.271
H 14.128 8.197 7.563
Dy 8.865 11.735 9.349
*
```

Output
E_tot	-85958.153	eV

Results of the Löwdin charge analysis, in e, for atoms 1 through 8:
1. O 0.019
2. C -0.117
3. H 0.126
4. C -0.029
5. C -0.662
6. C 0.031
7. C -0.211
8. H 0.069



Number 8 is which compound?
C4H14NOPb



What is the formula in the fifth record?
C5H10